Below is a structure of composition C35H56BrMgN7OSbSi3, with properties calculated with ωB97M-V with the def2-TZVPD basis set.

Geometry (Å):
Mg: 0.275 1.734 0.611
N: 3.273 -1.489 0.173
C: 2.497 -0.414 0.015
N: 1.481 -0.124 0.764
C: 1.121 -0.985 1.789
N: 0.168 -0.694 2.624
N: -0.361 0.546 2.353
C: -1.284 0.976 3.110
C: -1.798 2.331 2.837
C: -2.775 2.907 3.634
C: -3.184 4.203 3.356
C: -2.603 4.877 2.297
C: -1.637 4.220 1.545
N: -1.244 2.979 1.799
C: 1.852 -2.241 1.937
C: 1.505 -3.211 2.882
C: 2.247 -4.367 2.992
C: 3.353 -4.571 2.163
C: 3.711 -3.628 1.223
C: 2.953 -2.465 1.113
H: 4.007 -1.670 -0.494
H: 2.752 0.266 -0.790
H: -1.672 0.391 3.941
H: -3.198 2.350 4.460
H: -3.942 4.680 3.963
H: -2.886 5.891 2.050
H: -1.159 4.707 0.701
H: 0.648 -3.029 3.516
H: 1.977 -5.117 3.722
H: 3.934 -5.479 2.254
H: 4.564 -3.783 0.574
Br: 4.688 5.200 4.753
C: 3.514 4.214 3.664
C: 3.125 4.710 2.432
C: 2.263 3.943 1.666
N: 1.785 2.761 2.060
C: 2.174 2.302 3.251
C: 3.037 2.985 4.090
H: 3.484 5.662 2.071
H: 1.944 4.276 0.686
H: 1.780 1.338 3.551
H: 3.326 2.569 5.044
C: -0.835 -5.285 0.251
Si: 0.162 -5.381 -1.333
C: -0.814 -6.313 -2.632
C: 1.775 -6.277 -0.998
Sb: 0.718 -2.967 -1.966
Si: 2.396 -3.440 -3.830
C: 2.399 -1.978 -5.005
C: 2.075 -5.014 -4.791
C: 4.082 -3.554 -2.999
Si: -1.314 -2.426 -3.400
C: -1.194 -0.593 -3.789
C: -2.825 -2.781 -2.335
C: -1.460 -3.382 -5.004
H: -1.085 -6.286 0.613
H: -1.769 -4.739 0.100
H: -0.269 -4.771 1.031
H: -0.994 -7.336 -2.290
H: -0.280 -6.366 -3.582
H: -1.786 -5.851 -2.816
H: 1.576 -7.290 -0.639
H: 2.353 -5.756 -0.233
H: 2.393 -6.358 -1.895
H: 1.457 -1.903 -5.551
H: 3.201 -2.084 -5.740
H: 2.551 -1.037 -4.472
H: 1.093 -4.996 -5.268
H: 2.124 -5.899 -4.154
H: 2.828 -5.126 -5.576
H: 4.389 -2.572 -2.626
H: 4.847 -3.882 -3.707
H: 4.071 -4.258 -2.165
H: -0.989 -0.016 -2.885
H: -2.115 -0.224 -4.249
H: -0.375 -0.406 -4.488
H: -2.680 -2.418 -1.315
H: -3.010 -3.856 -2.271
H: -3.722 -2.318 -2.756
H: -0.621 -3.175 -5.670
H: -2.375 -3.089 -5.526
H: -1.501 -4.458 -4.833
O: -1.481 0.879 -0.253
C: -2.379 1.250 -1.023
C: -2.348 2.588 -1.710
C: -3.520 3.502 -1.323
C: -4.817 3.223 -2.077
C: -5.427 1.851 -1.810
C: -4.517 0.689 -2.191
N: -3.428 0.451 -1.250
H: -2.347 2.425 -2.793
H: -1.390 3.039 -1.457
H: -3.218 4.532 -1.523
H: -3.696 3.435 -0.245
H: -4.627 3.324 -3.151
H: -5.549 3.992 -1.822
H: -6.350 1.758 -2.385
H: -5.699 1.753 -0.755
H: -4.109 0.843 -3.195
H: -5.093 -0.234 -2.224
H: -3.392 -0.438 -0.776
C: 1.104 2.684 -1.146
H: 0.821 2.111 -2.043
H: 2.206 2.694 -1.142
H: 0.823 3.722 -1.378

Atoms 1-2, force components in eV/Å:
Mg -0.009 0.126 -0.117
N 0.004 0.002 0.008

Output
Charge   +1
Multiplicity   1
HOMO level   -0.363 Ha
ΔE to the lowest compared entry with this formula, charge and spin   1.0 kJ/mol
Orbital gap   6.925 eV



Below is a structure of composition C35H57N2O2P2W at a distorted geometry, with properties calculated with ωB97M-V with the def2-TZVPD basis set.

Geometry (Å):
C: -1.409 -2.026 -2.180
C: 0.652 -3.042 -1.434
C: -1.550 -2.972 -3.179
C: 0.447 -4.069 -2.386
C: -0.636 -4.029 -3.244
H: -2.383 -2.878 -3.877
H: 1.201 -4.856 -2.445
H: -0.793 -4.816 -3.981
N: -0.318 -2.037 -1.356
P: -2.573 -0.555 -0.090
P: 2.241 -1.379 0.175
C: -2.411 -0.906 -1.917
H: -2.125 0.020 -2.450
H: -3.394 -1.185 -2.330
C: 1.747 -2.920 -0.549
H: 2.337 -3.815 -0.358
C: 3.440 -0.404 -1.019
C: 3.268 -1.780 1.760
C: -3.407 1.124 0.205
C: -3.693 -1.960 0.524
C: 3.418 1.073 -0.589
H: 3.833 1.234 0.414
H: 4.019 1.666 -1.299
H: 2.399 1.472 -0.603
C: 4.877 -0.952 -0.983
H: 5.390 -0.784 -0.028
H: 4.903 -2.021 -1.234
H: 5.470 -0.427 -1.752
C: 2.957 -0.508 -2.468
H: 3.640 0.081 -3.107
H: 2.965 -1.543 -2.832
H: 1.957 -0.086 -2.601
C: 3.920 -0.481 2.273
H: 3.167 0.315 2.376
H: 4.337 -0.663 3.277
H: 4.741 -0.114 1.646
C: 2.343 -2.282 2.873
H: 1.641 -1.514 3.214
H: 1.765 -3.164 2.576
H: 2.965 -2.558 3.739
C: 4.305 -2.884 1.506
H: 5.090 -2.609 0.798
H: 4.801 -3.114 2.462
H: 3.828 -3.804 1.150
C: -4.107 -1.695 1.982
H: -4.640 -2.586 2.351
H: -3.231 -1.542 2.630
H: -4.796 -0.848 2.084
C: -2.912 -3.284 0.492
H: -2.514 -3.517 -0.504
H: -2.089 -3.296 1.220
H: -3.611 -4.090 0.766
C: -4.955 -2.119 -0.346
H: -5.560 -2.935 0.079
H: -5.586 -1.225 -0.355
H: -4.715 -2.383 -1.384
C: -2.629 2.219 -0.533
H: -2.543 2.037 -1.610
H: -3.161 3.173 -0.397
H: -1.624 2.342 -0.111
C: -3.350 1.476 1.701
H: -2.312 1.519 2.063
H: -3.799 2.473 1.831
H: -3.907 0.783 2.339
C: -4.865 1.118 -0.289
H: -4.952 0.741 -1.319
H: -5.532 0.550 0.375
H: -5.235 2.157 -0.292
W: -0.144 -0.723 0.226
C: -0.551 -1.059 2.103
O: -0.834 -1.320 3.240
N: 0.130 0.791 -1.037
C: 0.291 1.526 -1.957
C: 0.426 2.382 -3.046
C: 0.211 3.776 -2.892
C: 0.798 1.858 -4.315
C: 0.399 4.623 -3.983
H: -0.094 4.165 -1.914
C: 1.008 2.730 -5.380
H: 0.914 0.777 -4.438
C: 0.799 4.105 -5.221
H: 0.235 5.695 -3.862
H: 1.335 2.329 -6.340
H: 0.948 4.776 -6.068
C: 1.196 1.567 4.841
C: -0.122 1.814 4.136
O: -0.010 1.890 2.711
C: 0.746 2.992 2.210
C: 0.063 4.336 2.407
H: 1.727 0.721 4.386
H: 1.011 1.331 5.895
H: 1.853 2.444 4.821
H: -0.802 0.971 4.302
H: -0.605 2.722 4.536
H: 1.738 3.020 2.683
H: 0.890 2.779 1.142
H: 0.035 4.608 3.467
H: 0.620 5.117 1.883
H: -0.961 4.340 2.014

Atoms 1-2, force components in eV/Å:
C -0.042 0.874 0.448
C -0.787 0.294 -0.520

Output
Charge   +3
⟨S²⟩   2.05
Multiplicity   3
HOMO level (spin up / spin down)   -0.615 / -0.626 Ha
Orbital gap (spin up / spin down)   5.832 / 5.946 eV



Below is a structure of composition C35H57N2P2Re at a distorted geometry, with properties calculated with ωB97M-V with the def2-TZVPD basis set.

Geometry (Å):
Re: 0.228 0.330 0.533
C: -0.270 2.557 0.866
C: 0.678 2.163 1.901
C: -0.068 1.178 2.639
C: -1.326 0.886 1.995
C: -1.490 1.836 0.912
C: -2.760 2.172 0.005
C: -2.386 2.966 -1.177
C: -3.465 0.907 -0.483
C: -3.663 2.889 1.102
C: 0.433 0.346 3.825
C: 0.460 1.200 5.092
C: 1.827 -0.221 3.450
C: -0.515 -0.838 4.086
C: 1.861 3.231 2.280
C: 2.510 3.674 0.913
C: 2.958 2.753 3.243
C: 0.991 4.447 2.764
H: -0.177 3.285 0.068
H: -2.056 0.186 2.280
H: -1.569 2.476 -1.693
H: -1.979 3.968 -0.894
H: -3.274 3.101 -1.798
H: -2.774 0.291 -1.114
H: -4.440 1.131 -0.987
H: -3.740 0.365 0.406
H: -3.147 3.721 1.594
H: -4.046 2.172 1.778
H: -4.491 3.255 0.494
H: 1.028 2.099 5.117
H: 0.878 0.551 5.882
H: -0.593 1.493 5.367
H: 2.613 0.454 3.097
H: 1.629 -1.018 2.739
H: 2.252 -0.766 4.284
H: -1.469 -0.404 4.251
H: -0.179 -1.437 4.999
H: -0.517 -1.415 3.155
H: 3.302 2.949 0.692
H: 3.045 4.628 1.055
H: 1.859 3.729 0.054
H: 3.649 2.020 2.906
H: 2.667 2.561 4.238
H: 3.524 3.666 3.421
H: 0.278 4.796 2.041
H: 1.607 5.303 3.030
H: 0.453 4.237 3.670
C: -2.666 -2.065 0.580
P: -1.043 -1.812 -0.175
C: -0.990 -1.716 -1.987
N: -1.704 -2.605 -2.663
C: -1.653 -2.588 -4.017
C: -2.305 -3.590 -4.711
C: -2.251 -3.618 -6.063
C: -1.551 -2.578 -6.714
C: -0.773 -1.632 -6.103
C: -0.907 -1.578 -4.699
N: -0.210 -0.666 -4.007
C: -0.251 -0.724 -2.697
P: 0.745 0.509 -1.781
C: 0.693 2.097 -2.747
C: 2.506 -0.045 -1.486
C: 2.795 -1.304 -2.261
C: 2.604 -0.296 0.018
C: 3.534 1.055 -1.811
C: -0.293 -3.457 0.130
C: 0.835 -3.788 -0.871
C: 0.300 -3.554 1.510
C: -1.418 -4.552 0.029
H: -2.375 -2.740 1.410
H: -3.371 -2.628 -0.045
H: -3.174 -1.151 0.854
H: -2.783 -4.430 -4.239
H: -2.672 -4.394 -6.711
H: -1.507 -2.618 -7.787
H: -0.183 -0.915 -6.625
H: 1.042 1.778 -3.767
H: 1.268 2.924 -2.379
H: -0.395 2.323 -2.870
H: 1.859 -1.905 -2.330
H: 3.497 -2.037 -1.709
H: 3.197 -1.198 -3.238
H: 2.039 -1.154 0.452
H: 2.649 0.629 0.604
H: 3.649 -0.698 0.112
H: 3.657 1.235 -2.890
H: 4.483 0.822 -1.430
H: 3.284 2.030 -1.367
H: 1.691 -3.102 -0.774
H: 0.423 -3.687 -1.891
H: 1.137 -4.779 -0.632
H: 1.218 -3.048 1.644
H: 0.523 -4.638 1.679
H: -0.386 -3.437 2.324
H: -2.082 -4.456 -0.791
H: -2.076 -4.571 0.947
H: -0.942 -5.518 -0.103

Atoms 1-2, force components in eV/Å:
Re -0.113 -0.437 0.209
C 0.179 -0.122 -0.799

Output
Charge   +3
⟨S²⟩   3.78
Multiplicity   4
HOMO level (spin up / spin down)   -0.615 / -0.615 Ha
ΔE to the lowest compared entry with this formula, charge and spin   12.3 kJ/mol
Orbital gap (spin up / spin down)   6.929 / 5.389 eV